(1)
Computed, not measured: a 4-piece molecular cluster, C31H70BrI2N5O13P3 overall at a distorted geometry, with ωB97M-V/def2-TZVPD.

**E_LUMO**: -4.099 eV
**Charge**: +1
**Spin multiplicity**: 1
**Electronic energy**: -181456.7259 eV
**Frontier orbital gap**: 6.9 eV
**E_HOMO**: -10.981 eV

Geometry as XYZ:
```
125
Properties=species:S:1:pos:R:3:forces:R:3
I 2.824 5.334 2.889 0.00 -0.15 -0.27
I 4.928 2.220 1.953 0.06 0.19 0.18
Br 6.618 -0.907 6.140 -0.50 -0.08 -0.01
P -1.693 -6.123 -1.623 5.05 -0.17 -6.58
P -0.230 3.861 -6.457 0.68 -2.60 5.04
P -3.221 1.186 0.564 3.99 -3.94 -1.44
O -2.581 -5.056 -2.181 -2.12 -0.41 3.35
O -4.063 1.266 -0.647 -1.58 1.89 1.49
O -1.196 3.020 -7.195 0.21 1.91 -2.08
O 1.340 -2.445 4.701 0.44 0.14 0.03
O -1.811 -7.295 -2.724 -0.60 -0.38 0.89
O -2.985 1.400 2.158 -2.11 1.27 -0.39
O -0.872 3.979 -4.978 0.11 0.31 -0.18
O -0.810 -7.136 -0.681 -2.72 0.45 1.99
O 0.538 5.264 -6.212 -1.13 0.34 -2.31
O -1.748 1.716 0.116 -0.45 0.45 0.38
O -2.967 -0.395 0.757 -0.10 0.24 0.37
O 1.067 2.916 -6.197 -0.05 0.48 -0.59
O -0.260 -5.417 -2.104 0.04 0.14 1.03
N 0.098 -1.374 6.283 0.06 0.55 -0.40
N 3.613 -1.200 0.799 -0.13 0.04 0.11
N 5.061 1.001 4.999 -0.65 -0.37 0.10
N 1.667 -1.918 1.823 0.43 0.51 0.29
N 2.009 0.396 1.611 0.15 0.33 1.09
C -3.231 2.674 2.772 0.09 0.33 0.33
C 1.254 5.914 -7.275 0.39 0.28 -0.18
C 3.002 0.037 4.350 -0.12 -2.29 1.68
C 3.632 -0.700 5.624 1.63 0.57 -0.23
C -2.994 -7.454 -3.515 -0.17 0.07 -0.35
C 1.569 2.054 -7.220 0.17 -0.39 -0.10
C 2.360 3.239 3.312 0.32 0.78 0.45
C -3.800 -1.376 0.117 -0.04 -0.20 -0.34
C 0.767 -1.007 7.523 -0.22 -0.02 0.16
C 3.711 2.604 3.686 -0.28 -0.01 0.25
C -4.498 3.343 2.282 -0.03 -0.09 -0.15
C -1.405 4.130 0.060 -0.15 -0.07 0.14
C -1.660 -6.205 1.430 -0.12 0.03 -0.14
C 1.480 -0.040 4.632 0.38 0.78 0.27
C 1.004 -1.392 5.167 -0.45 -0.48 0.08
C -2.250 3.678 -4.746 -0.20 -0.25 0.07
C -2.822 -6.806 -4.872 0.20 0.03 -0.09
C -3.169 -1.879 -1.163 0.17 0.15 0.04
C 2.689 -0.884 1.892 -0.06 0.28 -1.47
C -2.414 2.268 -4.223 0.10 -0.15 0.04
C 0.624 -3.665 -0.614 -0.10 -0.29 0.00
C 2.681 2.710 -8.015 -0.09 0.18 0.01
C 3.670 1.415 4.649 -0.09 -0.26 -0.97
C -1.056 -0.494 6.001 0.41 -0.30 -0.10
C -0.047 -4.027 -1.921 0.10 0.21 -0.57
C 3.524 -0.860 3.199 -0.26 0.85 -0.55
C 5.023 -0.152 5.558 1.04 -0.13 0.06
C 1.316 3.256 4.448 -0.04 0.26 -0.65
C -0.496 -6.810 0.674 0.37 -0.03 0.35
C -1.605 2.855 -0.737 0.29 0.33 -0.19
C 0.515 5.891 -8.596 -0.13 -0.14 0.04
H -4.451 3.555 1.209 0.00 0.03 0.04
H -1.141 4.956 -0.601 0.02 -0.02 -0.02
H -3.152 -8.527 -3.632 0.11 -0.02 0.09
H -0.614 4.004 0.802 0.07 0.02 -0.04
H 1.531 -4.251 -0.450 0.04 0.04 -0.06
H -0.196 -7.742 1.153 -0.02 -0.06 -0.14
H 0.882 -2.608 -0.612 -0.02 0.01 0.04
H 0.357 4.868 -8.951 0.03 0.04 -0.02
H -1.177 -0.422 4.920 -0.23 0.03 0.01
H -4.797 -0.979 -0.070 0.07 0.18 -0.01
H -2.888 -1.053 -1.818 -0.19 0.08 0.01
H 1.401 6.946 -6.956 -0.08 -0.05 0.15
H 3.607 -1.892 3.533 -0.18 0.00 0.09
H -2.063 -7.334 -5.450 -0.03 -0.03 0.00
H -3.910 -2.197 0.827 0.09 0.08 0.09
H -2.360 3.321 2.626 0.01 -0.05 -0.14
H 5.910 1.532 4.836 -0.08 0.11 -0.06
H 2.358 0.823 0.767 -0.17 -0.11 -0.12
H 3.437 3.128 -7.350 0.03 -0.07 0.01
H 2.247 5.468 -7.367 -0.07 -0.13 0.03
H 1.215 0.002 7.484 0.02 -0.01 0.03
H -2.516 -6.881 1.423 0.02 -0.03 0.03
H 0.581 -3.708 -2.756 0.02 -0.01 0.00
H 3.016 -1.324 -0.016 0.11 -0.31 -0.03
H 4.271 3.382 4.205 0.14 -0.10 0.03
H -3.309 2.488 3.844 0.03 -0.16 -0.03
H 3.155 1.987 -8.679 -0.02 -0.02 0.01
H 0.896 0.306 3.782 -0.06 -0.20 -0.07
H -1.383 -6.005 2.465 0.00 0.01 -0.01
H -2.608 4.395 -4.003 0.13 0.06 0.00
H -4.657 4.287 2.803 0.02 0.00 0.01
H 2.052 -2.781 2.187 -0.30 -0.10 0.08
H 3.260 1.666 5.632 -0.27 0.69 -0.27
H -2.460 2.958 -1.404 -0.08 -0.15 0.09
H 0.766 1.725 -7.882 -0.10 0.06 0.10
H 0.532 2.536 4.221 0.07 -0.21 0.33
H 1.524 -1.740 7.800 0.02 -0.03 -0.08
H -2.257 -2.430 -0.941 -0.05 -0.06 0.06
H -0.465 6.360 -8.497 0.02 0.02 0.00
H -2.492 -5.773 -4.775 -0.13 0.03 0.10
H 2.291 3.523 -8.632 0.02 -0.03 -0.03
H 0.840 4.231 4.473 -0.13 -0.05 0.05
H 1.081 6.427 -9.358 0.02 0.00 0.01
H -0.913 0.514 6.407 -0.13 0.02 0.02
H -1.948 -0.964 6.408 -0.07 0.20 0.10
H 3.278 -0.332 6.596 -0.40 -0.12 -0.08
H 0.881 -1.628 2.390 -0.10 -0.43 0.10
H -0.990 -3.490 -1.999 0.00 -0.01 -0.16
H 4.547 -0.558 2.964 -0.05 0.05 -0.18
H -1.980 -5.258 0.978 0.06 0.01 0.03
H -0.047 -3.843 0.232 0.02 0.07 0.03
H 0.022 -0.980 8.316 0.02 -0.07 0.03
H 1.956 1.169 -6.713 -0.04 0.04 0.09
H -3.468 1.997 -4.152 0.00 0.03 0.04
H -0.726 2.674 -1.356 -0.01 -0.12 0.02
H 1.962 2.862 2.380 -0.03 -0.21 0.07
H 1.758 3.118 5.433 -0.07 -0.16 0.03
H -2.841 3.832 -5.649 0.10 -0.06 -0.08
H -1.912 1.542 -4.863 -0.08 0.09 -0.17
H 0.375 -6.149 0.694 -0.07 0.08 -0.12
H -3.866 -7.055 -2.997 0.07 0.13 0.03
H -2.319 4.407 0.591 0.01 0.04 -0.03
H -5.362 2.700 2.454 0.01 0.01 0.03
H -1.968 2.180 -3.234 -0.03 -0.06 -0.05
H 4.190 -0.392 0.583 0.20 -0.08 0.23
H 1.289 0.677 5.436 -0.14 0.07 -0.09
H 1.003 0.300 1.566 0.00 -0.06 -0.37
H -3.759 -6.826 -5.431 0.00 -0.03 0.01
H -3.848 -2.540 -1.699 0.04 -0.06 0.03
H 3.669 -1.784 5.599 -0.37 -0.03 0.06
```
Forces are in eV/Å.

Atomic partial charges in e from the Löwdin method, atoms 1 to 6: atom 1 (I): 0.867, atom 2 (I): 1.009, atom 3 (Br): 0.948, atom 4 (P): 0.596, atom 5 (P): 0.503, atom 6 (P): 0.505

(2)
Computed, not measured: an isolated ion of composition C2H4NO2 and charge -1 at a distorted geometry, with ωB97M-V/def2-TZVPD.

**E_LUMO**: 4.105 eV
**Charge**: -1
**Spin multiplicity**: 1
**SMILES string**: [O-]N1C[C@H]1O
**Electronic energy**: -7720.4437 eV
**Frontier orbital gap**: 5.8 eV
**E_HOMO**: -1.687 eV

Geometry as XYZ:
```
9
Properties=species:S:1:pos:R:3:forces:R:3
O -2.121 -1.257 -0.476 0.58 0.44 -0.19
O 0.927 0.442 -1.368 3.90 -0.11 -2.89
N -0.746 -1.044 -0.450 -0.32 0.67 0.70
C -0.184 0.285 -0.658 -3.94 0.61 1.40
C -0.202 -0.262 0.722 1.05 -0.76 0.13
H 1.231 -0.261 -2.030 -1.58 0.96 1.79
H 0.690 -0.691 1.188 0.15 -0.04 -0.44
H -0.787 0.187 1.515 -0.83 0.10 -0.44
H -0.906 1.201 -0.777 0.99 -1.87 -0.06
```
Forces are in eV/Å.

Atomic partial charges in e from the Löwdin method, atoms 1 to 6: atom 1 (O): -0.447, atom 2 (O): -0.053, atom 3 (N): -0.237, atom 4 (C): -0.525, atom 5 (C): -0.156, atom 6 (H): 0.127

(3)
Computed, not measured: C21H23HgN6O6S as an isolated structure, with ωB97M-V/def2-TZVPD.

**E_LUMO (alpha / beta)**: 4.323 / 4.190 eV
**Charge**: -2
**Spin multiplicity**: 2
**Electronic energy**: -58387.6206 eV
**Frontier orbital gap (alpha / beta)**: 6.1 / 7.1 eV
**E_HOMO (alpha / beta)**: -1.746 / -2.860 eV
**⟨S²⟩**: 0.75

Geometry as XYZ:
```
58
Properties=species:S:1:pos:R:3:forces:R:3
Hg 0.321 -2.751 -2.078 0.42 -0.01 0.39
S -3.097 -0.189 -1.132 -0.18 -0.18 -0.08
O 3.464 -6.359 -0.912 -0.14 -0.08 -0.05
O -2.434 0.834 -1.909 0.09 -0.29 0.01
O 1.909 -0.120 -2.623 -0.11 -0.14 0.04
O 1.543 -5.238 -1.358 -0.20 -0.08 -0.06
O -4.524 -0.298 -1.369 0.10 -0.09 0.28
O 1.058 -0.478 -0.568 -0.21 -0.39 -0.09
N -2.301 -1.573 -1.348 -0.13 0.56 0.05
N -3.743 -2.658 0.187 0.08 0.19 -0.12
N 3.406 -4.132 -0.546 -0.31 -0.57 -0.03
N -2.138 -3.835 -1.110 0.53 0.19 -0.16
N 2.861 -2.912 -0.921 -0.54 0.27 -0.19
N -2.224 2.192 4.242 -0.07 0.03 0.06
C -3.891 0.427 1.461 -0.09 -0.13 -0.01
C -2.607 -4.974 -0.652 -0.17 -0.08 -0.02
C 2.615 4.227 -0.202 0.02 0.08 -0.01
C 2.728 -5.356 -0.994 0.43 0.51 0.05
C -4.210 -3.816 0.601 0.05 -0.10 -0.03
C -1.350 1.281 2.171 -0.01 -0.03 0.08
C 3.004 1.838 -0.161 0.10 0.13 0.04
C 1.558 4.018 -1.075 0.06 0.02 0.11
C 3.796 0.662 0.346 -0.08 0.05 0.05
C -2.843 0.319 0.567 -0.02 -0.04 -0.36
C 3.337 3.126 0.243 -0.09 0.05 -0.04
C -2.746 -2.677 -0.745 -0.49 -0.29 0.25
C 1.585 0.218 -1.470 0.35 0.42 0.06
C -3.676 0.984 2.712 0.13 0.06 0.10
C -3.718 -5.047 0.181 0.00 0.11 0.06
C 2.962 5.614 0.280 -0.03 -0.17 -0.03
C 0.063 2.553 -2.466 0.10 0.01 0.02
C -2.411 1.458 3.059 -0.06 0.06 -0.21
C 1.196 2.740 -1.499 0.13 0.11 -0.12
C -1.562 0.710 0.929 0.01 -0.01 0.02
C 1.934 1.651 -1.038 -0.10 -0.33 -0.02
H -0.736 1.934 -2.056 0.13 0.04 -0.04
H 2.597 -2.322 -0.147 0.14 0.13 -0.04
H 4.028 5.820 0.158 0.00 0.04 0.02
H -0.739 0.553 0.239 0.07 0.04 0.05
H 3.142 -0.009 0.903 0.02 -0.07 -0.02
H 2.721 5.716 1.341 0.02 0.10 0.00
H -2.077 -5.867 -0.971 0.03 0.01 0.02
H -4.866 0.066 1.163 -0.02 0.02 -0.01
H -0.361 3.520 -2.742 -0.02 0.01 -0.04
H 1.004 4.880 -1.438 -0.07 -0.04 -0.01
H 4.403 -4.230 -0.667 0.01 0.06 0.02
H 4.604 0.992 1.001 0.03 0.00 -0.03
H -1.270 2.228 4.562 0.00 -0.09 0.06
H 4.173 3.285 0.920 0.02 -0.07 0.02
H -5.020 -3.759 1.328 0.00 -0.05 -0.02
H 3.336 -2.406 -1.655 0.01 0.04 0.00
H -2.875 1.967 4.977 0.08 -0.05 0.06
H 0.429 2.048 -3.362 -0.05 -0.01 -0.02
H 4.223 0.092 -0.482 -0.01 -0.04 0.01
H -4.140 -5.984 0.512 0.06 -0.02 0.05
H -4.487 1.066 3.429 -0.06 0.06 -0.06
H -0.356 1.605 2.459 0.04 0.02 -0.06
H 2.399 6.366 -0.275 0.01 0.05 0.03
```
Forces are in eV/Å.

Atomic partial charges in e from the Löwdin method, atoms 1 to 6: atom 1 (Hg): 0.952, atom 2 (S): 0.579, atom 3 (O): -0.099, atom 4 (O): -0.344, atom 5 (O): -0.059, atom 6 (O): -0.156